Computed, not measured: a molecular structure, CHNO3S3, with ωB97M-V/def2-TZVPD.

Summary:
Relative energy (zero: lowest compared OMol25 entry of this formula, charge and spin) ... 57.1 kJ/mol
Total charge ... 0

```
9
Properties=species:S:1:pos:R:3:forces:R:3
O -0.918 -0.425 -0.753 -0.3358 -0.3912 -1.1111
N 1.367 -0.464 0.157 1.7381 -1.8440 1.3018
S -0.202 -1.027 0.634 0.3537 0.2590 1.3839
S -0.598 1.734 0.695 1.0991 0.5200 0.2306
S 1.452 1.263 0.368 -0.6776 0.2923 -0.0416
H 2.166 -0.998 0.718 -2.3930 1.4483 -1.1648
O -0.239 -2.449 0.552 0.3922 -0.7546 -0.7295
C -1.211 0.881 -0.775 -0.0567 1.4214 0.4308
O -1.818 1.485 -1.596 -0.1202 -0.9512 -0.3000
```
Forces are in eV/Å.